[1]
C4H5N2 | the ωB97M-V functional and the def2-TZVPD basis

Each line ends with the Löwdin charge.
Cartesian coordinates (Å):
C 2.275 1.028 -0.221  0.32
N 1.573 0.106 -0.063  0.06
C 0.996 -1.047 0.102  -0.08
C -0.425 -1.091 -0.116  -0.04
N -1.148 -0.052 -0.410  0.04
C -1.851 0.810 0.174  0.09
H 2.533 2.040 -0.278  0.11
H 1.507 -1.990 0.275  0.14
H -0.966 -1.978 -0.134  0.12
H -2.273 0.630 1.200  0.13
H -2.221 1.545 -0.530  0.10

Calculated values
DFT total energy: -7198.5275 eV
HOMO level: -13.49 eV
SMILES: C#[N+]/C=C\N=C
Gap between HOMO and LUMO: 8.59 eV
Total charge: +1
Energy relative to the best compared isomer or geometry (same formula, charge and spin): 2.0243 eV



[2]
C5H7N | the ωB97M-V functional and the def2-TZVPD basis

Each line ends with the Löwdin charge.
Cartesian coordinates (Å):
C -1.712 -0.317 -0.110  -0.07
C -0.337 -0.114 -0.759  -0.31
C 0.499 -1.044 -0.177  -0.12
C 1.516 -0.382 0.523  -0.09
C 1.397 0.958 0.208  -0.12
N 0.297 1.121 -0.573  0.03
H -2.247 0.626 -0.064  0.06
H -2.313 -1.099 -0.574  0.07
H -1.551 -0.622 0.943  0.08
H 0.185 -2.078 -0.102  0.11
H 2.149 -0.815 1.281  0.09
H 2.017 1.797 0.492  0.11
H 0.100 1.969 -1.087  0.15

Calculated values
DFT total energy: -6786.8854 eV
HOMO level: -7.82 eV
SMILES: Cc1ccc[nH]1
Gap between HOMO and LUMO: 8.87 eV
Energy relative to the best compared isomer or geometry (same formula, charge and spin): 1.6272 eV



[3]
C16H19NO5S | the ωB97M-V functional and the def2-TZVPD basis

Each line ends with the Löwdin charge.
Cartesian coordinates (Å):
C 6.215 -1.131 -0.872  -0.08
O 5.357 -0.103 -0.437  -0.06
C 4.021 -0.330 -0.435  -0.19
C 3.412 -1.515 -0.818  0.00
C 2.029 -1.643 -0.778  -0.06
C 1.268 -0.580 -0.355  -0.29
S -0.504 -0.724 -0.240  0.67
O -0.933 -1.790 -1.096  -0.28
O -1.085 0.580 -0.374  -0.27
N -0.623 -1.188 1.381  -0.11
C -1.629 -0.529 2.180  -0.21
C -2.995 -1.225 2.073  -0.18
O -3.368 -1.434 0.736  -0.06
C -3.812 -0.387 -0.028  -0.29
C -4.149 0.871 0.450  -0.03
C -4.625 1.833 -0.426  -0.09
C -4.771 1.554 -1.771  -0.10
C -4.434 0.296 -2.246  -0.08
C -3.962 -0.670 -1.384  -0.02
C 1.848 0.617 0.034  0.01
C 3.223 0.761 -0.003  -0.19
O 3.902 1.881 0.346  -0.06
C 3.160 3.005 0.757  -0.07
H 6.136 -2.018 -0.236  0.10
H 6.016 -1.408 -1.911  0.10
H 7.221 -0.722 -0.795  0.10
H 4.005 -2.350 -1.155  0.11
H 1.541 -2.553 -1.086  0.11
H -0.679 -2.195 1.431  0.11
H -1.692 0.488 1.790  0.10
H -1.305 -0.505 3.226  0.12
H -3.757 -0.664 2.630  0.12
H -2.925 -2.231 2.499  0.13
H -4.039 1.126 1.494  0.11
H -4.879 2.812 -0.045  0.10
H -5.137 2.313 -2.447  0.10
H -4.535 0.070 -3.297  0.10
H -3.673 -1.648 -1.733  0.12
H 1.190 1.413 0.339  0.11
H 3.897 3.780 0.965  0.10
H 2.586 2.796 1.665  0.10
H 2.481 3.348 -0.029  0.10

Calculated values
DFT total energy: -39461.4170 eV
HOMO level: -8.23 eV
SMILES: COc1ccc(S(=O)(=O)NCCOc2ccccc2)cc1OC
Gap between HOMO and LUMO: 8.88 eV
Energy relative to the best compared isomer or geometry (same formula, charge and spin): 1.1722 eV



[4]
C4H12O | the ωB97M-V functional and the def2-TZVPD basis

Each line ends with the Löwdin charge.
Cartesian coordinates (Å):
C 1.270 1.506 0.985  -0.07
C 1.001 1.511 -0.524  -0.28
O 0.468 2.782 -0.991  -0.11
H 0.604 0.806 1.472  0.05
H 1.035 2.505 1.341  0.07
H 2.309 1.255 1.209  0.07
H 1.847 1.300 -1.183  0.11
H 0.199 0.854 -0.818  0.07
H 1.018 3.516 -0.699  0.07
C -1.342 -1.288 -0.248  -0.18
C -1.079 -2.759 0.033  -0.16
H -1.106 -0.623 0.577  0.05
H -0.943 -0.932 -1.191  0.05
H -2.413 -1.050 -0.356  0.07
H -1.833 -3.235 0.663  0.06
H -0.151 -2.834 0.610  0.06
H -0.884 -3.314 -0.880  0.06

Calculated values
DFT total energy: -6389.3274 eV
HOMO level: -10.23 eV
SMILES: CCO.CC
Gap between HOMO and LUMO: 11.30 eV
Energy relative to the best compared isomer or geometry (same formula, charge and spin): 0.7936 eV



[5]
C3H4O2 | the ωB97M-V functional and the def2-TZVPD basis

Each line ends with the Löwdin charge.
Cartesian coordinates (Å):
C -0.581 0.450 -0.906  -0.01
C -0.058 -0.632 -0.006  -0.40
O -0.241 -1.820 -0.152  0.10
C 0.787 -0.176 1.189  -0.17
O 0.954 0.987 1.460  0.08
H -1.341 0.049 -1.578  0.09
H 0.249 0.853 -1.498  0.10
H -0.977 1.280 -0.314  0.09
H 1.218 -1.007 1.780  0.13

Calculated values
DFT total energy: -7270.0074 eV
HOMO level: -9.95 eV
SMILES: CC(=O)C=O
Gap between HOMO and LUMO: 9.43 eV
Energy relative to the best compared isomer or geometry (same formula, charge and spin): 0.6785 eV



[6]
C3HKLiO4 | the ωB97M-V functional and the def2-TZVPD basis

Each line ends with the Löwdin charge.
Cartesian coordinates (Å):
O -1.662 -1.199 -0.068  -0.10
C -1.759 -0.135 0.656  -0.48
O -0.559 0.517 0.873  0.15
O -2.360 -0.476 1.692  0.16
K -0.080 -1.785 -1.962  1.02
C 0.404 0.340 -0.001  -0.03
C 1.517 1.017 -0.178  -0.09
O 2.490 1.487 -0.616  0.10
Li 4.282 1.974 -1.322  0.94
H -2.274 -1.740 0.928  0.35

Calculated values
DFT total energy: -27826.7981 eV
HOMO level (spin up / spin down): -17.79 / -17.98 eV
2S+1: 2
Gap between HOMO and LUMO (spin up / spin down): 9.50 / 7.66 eV
Total charge: +2



[7]
C7H10N | the ωB97M-V functional and the def2-TZVPD basis

Each line ends with the Löwdin charge.
Cartesian coordinates (Å):
C -0.163 2.020 2.435  0.07
C 0.667 1.476 1.466  0.12
C -0.338 0.729 0.879  -0.25
C -1.368 1.084 1.957  0.00
C 1.098 0.211 -0.668  -0.09
C 1.693 -0.584 -1.706  -0.04
C -1.071 -1.054 -0.647  0.05
N -0.117 -0.054 -0.169  -0.05
H -0.021 2.645 3.326  0.12
H -1.506 0.228 2.699  0.16
H -2.145 1.620 1.683  0.06
H 1.679 0.996 -0.115  0.14
H 1.710 -0.139 -2.722  0.11
H 0.975 -1.538 -1.780  0.12
H 2.724 -0.822 -1.245  0.14
H -0.727 -2.016 -0.311  0.12
H -1.040 -0.962 -1.763  0.13
H -2.032 -0.853 -0.324  0.09

Calculated values
DFT total energy: -8897.6402 eV
HOMO level (spin up / spin down): -14.11 / -11.99 eV
Gap between HOMO and LUMO (spin up / spin down): 9.12 / 6.49 eV
Total charge: +1
Energy relative to the best compared isomer or geometry (same formula, charge and spin): 5.9530 eV



[8]
CH4FN | the ωB97M-V functional and the def2-TZVPD basis

Each line ends with the Löwdin charge.
Cartesian coordinates (Å):
C -0.924 -0.315 0.148  0.12
N 1.080 0.767 0.162  0.05
F 1.724 -0.458 -0.095  -0.21
H -1.630 0.492 0.510  0.05
H -0.845 -0.663 -0.839  -0.01
H -0.511 -1.066 0.801  0.01
H 1.106 1.244 -0.688  0.00

Calculated values
DFT total energy: -5304.1723 eV
HOMO level (spin up / spin down): -9.79 / -9.09 eV
Gap between HOMO and LUMO (spin up / spin down): 9.79 / 8.96 eV
Energy relative to the best compared isomer or geometry (same formula, charge and spin): 4.9396 eV



[9]
C2HN5O | the ωB97M-V functional and the def2-TZVPD basis

Each line ends with the Löwdin charge.
Cartesian coordinates (Å):
O -0.380 1.832 1.541  0.17
C -0.031 1.222 0.598  -0.45
N 1.245 0.540 0.182  0.17
C 1.000 -0.696 0.084  -0.18
N -0.232 -1.454 0.038  0.05
N -1.385 -1.192 -0.471  0.06
N -1.240 0.015 -1.234  0.00
N -0.762 1.050 -0.691  0.11
H 1.785 -1.318 -0.048  0.08

Calculated values
DFT total energy: -11582.5291 eV
HOMO level: -9.82 eV
SMILES: O=c1ncnnnn1
Gap between HOMO and LUMO: 8.08 eV
Energy relative to the best compared isomer or geometry (same formula, charge and spin): 3.4794 eV



[10]
C5H34N2O10 | the ωB97M-V functional and the def2-TZVPD basis

Each line ends with the Löwdin charge.
Cartesian coordinates (Å):
C 0.872 -1.939 -3.104  -0.10
C -0.259 -1.759 -2.061  -0.28
N -0.281 -0.396 -1.491  -0.08
C 0.162 -0.411 -0.062  -0.19
C -0.867 0.199 0.844  -0.40
C -0.986 1.689 0.573  -0.06
N -0.295 -0.060 2.192  0.03
H 0.622 -1.554 -4.146  0.07
H 1.811 -1.449 -2.849  0.07
H 0.999 -2.985 -3.413  0.06
H -1.215 -1.975 -2.562  0.11
H -0.124 -2.687 -1.423  0.09
H -1.254 -0.089 -1.544  0.08
H 1.220 -0.065 -0.112  0.12
H 0.377 -1.486 0.203  0.10
H -1.890 -0.181 0.703  0.10
H -1.780 2.001 -0.130  0.08
H 0.047 2.053 0.552  0.05
H -1.342 2.191 1.503  0.08
H 0.424 0.609 2.483  0.04
H -0.902 0.317 2.951  0.10
O 3.273 -0.699 1.611  -0.03
H 4.040 -0.253 1.993  0.08
H 2.530 -0.846 2.185  0.02
O 0.656 -2.302 3.447  -0.08
H 1.050 -1.888 2.647  0.00
H -0.285 -2.225 3.299  0.01
O 1.025 1.875 -2.435  -0.07
H 0.069 1.834 -2.407  0.01
H 1.245 1.068 -1.926  0.03
O 0.995 -3.779 0.078  -0.06
H 0.821 -4.585 -0.413  0.05
H 1.035 -3.846 1.039  0.04
O -1.583 0.963 -3.807  -0.06
H -1.013 0.193 -3.703  0.00
H -0.847 1.460 -4.209  0.05
O -0.051 3.238 3.344  -0.05
H 0.578 2.527 3.508  0.01
H 0.408 3.845 2.762  0.04
O 2.063 3.105 -0.358  -0.07
H 2.801 3.326 -0.945  0.06
H 1.237 2.924 -0.796  -0.01
O 2.084 1.585 2.087  -0.11
H 2.186 2.466 1.647  0.05
H 2.490 0.867 1.546  0.00
O -3.742 0.801 -1.057  -0.06
H -4.290 0.078 -0.659  0.06
H -4.005 0.910 -1.970  0.03
O -3.759 -1.713 1.413  -0.05
H -3.342 -1.256 2.156  0.04
H -3.008 -1.696 0.819  0.01

Calculated values
DFT total energy: -29190.0712 eV
HOMO level: -9.21 eV
SMILES: CCNC[C@H](C)N.O.O.O.O.O.O.O.O.O.O
Gap between HOMO and LUMO: 9.52 eV
Energy relative to the best compared isomer or geometry (same formula, charge and spin): 4.2157 eV



[11]
C29H29CoFN3O2Se | the ωB97M-V functional and the def2-TZVPD basis

Each line ends with the Löwdin charge.
Cartesian coordinates (Å):
Co -0.056 1.493 -0.920  0.85
C 0.834 0.178 4.243  -0.07
C 0.493 0.423 2.774  -0.35
C 1.573 1.309 2.140  -0.07
C 0.307 -0.859 1.975  -0.13
C 0.863 -2.049 2.419  -0.04
C 0.713 -3.221 1.700  -0.08
C 0.009 -3.206 0.512  -0.05
C -0.556 -2.039 0.007  -0.13
C -1.309 -2.171 -1.316  -0.36
C -2.773 -1.724 -1.224  -0.06
C -0.612 -1.455 -2.475  -0.05
C -0.413 -0.849 0.753  -0.19
N -0.969 0.383 0.311  -0.06
C -2.077 0.870 0.956  -0.27
C -3.000 0.102 1.686  -0.02
C -4.094 0.695 2.292  -0.09
C -4.318 2.063 2.204  -0.10
C -3.432 2.851 1.479  -0.02
C -2.358 2.239 0.887  -0.20
F -1.436 2.996 0.180  0.00
H 0.823 1.125 4.783  0.08
H 1.826 -0.262 4.360  0.08
H 0.099 -0.484 4.703  0.09
H -0.447 0.974 2.757  0.12
H 2.534 0.792 2.120  0.06
H 1.689 2.236 2.705  0.09
H 1.321 1.575 1.111  0.03
H 1.420 -2.077 3.346  0.10
H 1.142 -4.145 2.067  0.11
H -0.120 -4.132 -0.037  0.11
H -1.303 -3.238 -1.552  0.12
H -2.844 -0.639 -1.180  0.07
H -3.251 -2.136 -0.335  0.08
H -3.332 -2.065 -2.097  0.08
H -0.653 -0.375 -2.333  0.04
H -1.113 -1.678 -3.419  0.09
H 0.437 -1.737 -2.556  0.07
H -2.840 -0.966 1.758  0.11
H -4.788 0.077 2.848  0.10
H -5.164 2.514 2.703  0.10
H -3.562 3.921 1.388  0.12
O 2.401 1.899 -4.010  0.09
C 1.573 2.093 -3.147  -0.59
O 1.601 1.685 -1.922  -0.26
C 0.322 2.907 -3.443  -0.17
C 0.264 3.835 -4.466  0.02
C -0.885 4.597 -4.602  -0.04
C -1.948 4.362 -3.740  -0.04
C -1.821 3.384 -2.772  -0.10
N -0.698 2.681 -2.608  0.05
H 1.121 3.945 -5.115  0.13
H -0.953 5.360 -5.366  0.11
H -2.869 4.920 -3.822  0.11
H -2.643 3.147 -2.108  0.12
Se 3.092 -0.246 -0.638  0.96
C 3.725 -1.927 -0.037  -0.64
C 3.341 -3.109 -0.667  -0.12
C 3.847 -4.309 -0.198  -0.15
N 4.691 -4.403 0.828  0.06
C 5.055 -3.273 1.427  -0.15
C 4.610 -2.020 1.038  -0.12
H 2.661 -3.083 -1.507  0.09
H 3.567 -5.247 -0.666  0.11
H 5.742 -3.379 2.261  0.10
H 4.938 -1.129 1.555  0.09

Calculated values
DFT total energy: -144800.0171 eV
HOMO level (spin up / spin down): -7.75 / -7.80 eV
2S+1: 5
Gap between HOMO and LUMO (spin up / spin down): 7.68 / 6.02 eV
Energy relative to the best compared isomer or geometry (same formula, charge and spin): 1.1096 eV



[12]
H2N2O4S | the ωB97M-V functional and the def2-TZVPD basis

Each line ends with the Löwdin charge.
Cartesian coordinates (Å):
N -2.540 0.172 -0.110  -0.26
N -1.528 -0.089 -0.536  0.19
O -3.640 0.454 0.137  0.19
O 1.050 -1.325 -0.425  -0.31
O 0.821 0.800 0.819  -0.36
O 2.847 0.204 -0.597  -0.41
S 1.433 0.212 -0.659  0.81
H 0.104 -1.517 -0.172  0.06
H 1.454 1.090 1.542  0.09

Calculated values
DFT total energy: -22029.5799 eV
HOMO level (spin up / spin down): -6.97 / -10.25 eV
2S+1: 3
Gap between HOMO and LUMO (spin up / spin down): 7.64 / 5.98 eV
Energy relative to the best compared isomer or geometry (same formula, charge and spin): 1.8678 eV